(1)
2 unconnected molecules or ions with the total composition C5H6Si in a non-equilibrium geometry. Source: the OMol25 dataset; level of theory: wB97M-V/def2-TZVPD.

The geometry in XYZ format:
```
12
Properties=species:S:1:pos:R:3:forces:R:3
C -0.150 3.302 -0.399 0.4 -3.9 1.7
C 2.739 -1.176 -0.480 -2.5 1.9 1.1
C -0.071 2.189 0.079 1.1 -0.9 -0.1
C 1.841 -0.458 -0.086 -0.4 0.7 0.6
C -1.682 -1.610 -0.017 1.3 1.7 2.3
Si 0.338 0.453 0.674 -0.6 -1.9 -3.5
H -0.604 4.124 -0.720 -1.0 3.3 -1.3
H 3.388 -1.910 -0.758 1.5 -1.3 -0.7
H -2.398 -1.030 0.519 -0.5 0.0 0.6
H -1.887 -1.575 -1.000 -0.3 1.0 -3.7
H -1.642 -2.662 0.146 0.7 -0.6 1.3
H 0.126 0.353 2.041 0.2 -0.1 1.8
```
Positions in Å, forces in eV/Å.

Calculated values
- HOMO-LUMO gap (alpha / beta): 7.73 / 7.32 eV
- Electronic energy: -13152.4362 eV
- 2S+1: 1
- Energy above the lowest of the compared OMol25 structures with the same formula, charge and spin: 115.6 kcal per mole
- Highest occupied orbital energy (alpha / beta): -8.46 / -7.88 eV
- Max |F|: 4.2 eV Å⁻¹
- Net charge: 0

(2)
A molecular structure, C17H9AsCl2F6MnN2O11S3 in a non-equilibrium geometry. Source: the OMol25 dataset; level of theory: wB97M-V/def2-TZVPD.

The geometry in XYZ format:
```
52
Properties=species:S:1:pos:R:3:forces:R:3
Mn 0.005 0.506 0.055 -0.6 -0.7 -0.1
F 2.558 1.100 4.945 0.0 0.0 0.0
C 1.578 1.485 4.127 0.0 0.0 0.0
F 2.033 2.446 3.331 0.0 0.0 0.0
F 0.578 1.976 4.860 0.0 0.0 0.0
S 0.958 0.058 3.137 -0.1 0.2 0.1
O 0.081 0.738 2.185 0.2 -0.1 0.0
O 0.341 -0.805 4.086 0.0 -0.1 0.0
N 2.263 -0.565 2.552 -0.1 -0.4 0.0
S 2.860 -0.410 1.115 0.3 0.7 0.1
O 3.215 -1.603 0.432 -0.1 -0.2 0.2
O 2.195 0.654 0.361 -0.1 -0.2 -0.2
C 4.490 0.339 1.547 0.0 0.0 -0.1
F 5.165 0.599 0.426 0.0 0.0 0.0
F 5.201 -0.514 2.282 0.0 0.0 0.0
F 4.348 1.472 2.230 0.0 0.0 0.0
Cl 0.285 5.235 -0.968 0.0 0.0 0.0
C 0.464 3.907 -2.060 0.0 0.0 0.0
C 0.764 4.169 -3.411 0.0 0.0 0.0
C 0.927 3.153 -4.305 0.0 0.0 0.1
Cl 1.309 3.518 -5.963 0.0 0.0 0.0
C 0.801 1.803 -3.897 -0.1 0.0 0.0
C 0.940 0.659 -4.717 0.0 0.0 0.0
C 0.809 -0.586 -4.175 0.0 0.0 0.0
C 0.541 -0.727 -2.798 -0.1 0.1 0.0
N 0.395 0.321 -2.030 0.3 0.0 0.0
C 0.505 1.573 -2.546 0.0 -0.1 -0.1
C 0.318 2.617 -1.599 0.0 0.1 0.0
O 0.039 2.302 -0.349 0.1 0.1 0.0
H 0.861 5.197 -3.732 0.0 0.0 0.0
H 1.151 0.787 -5.770 0.0 0.0 0.0
H 0.895 -1.474 -4.784 0.0 0.0 0.0
H 0.434 -1.698 -2.333 -0.1 0.0 0.0
O -4.605 -0.655 -1.212 0.1 0.6 0.2
As -2.861 -0.850 -0.952 0.7 -0.9 0.1
O -2.319 -1.210 -2.445 -0.2 -0.1 -0.1
O -1.931 0.349 -0.209 -0.2 0.8 0.0
C -2.987 -1.902 0.688 0.0 -0.1 -0.1
C -4.147 -1.763 1.439 -0.2 -0.1 -0.1
C -4.210 -2.241 2.742 0.1 0.0 0.0
C -3.102 -2.834 3.322 -0.1 0.0 0.0
C -1.936 -2.977 2.585 0.0 0.0 0.0
C -1.885 -2.514 1.279 0.0 -0.1 0.1
S -0.363 -2.748 0.402 0.3 0.3 0.1
O 0.438 -3.655 1.168 0.0 0.0 0.0
O -0.698 -3.100 -0.950 0.0 -0.1 0.0
O 0.294 -1.368 0.435 -0.2 0.1 -0.1
H -4.656 -0.712 -2.177 -0.1 0.1 0.0
H -5.016 -1.297 0.996 0.0 0.0 0.0
H -5.131 -2.138 3.303 0.0 0.0 0.0
H -3.137 -3.185 4.345 0.0 0.0 0.0
H -1.054 -3.434 3.010 0.0 0.0 0.0
```
Positions in Å, forces in eV/Å.

Calculated values
- HOMO-LUMO gap (alpha / beta): 7.06 / 7.93 eV
- Electronic energy: -209296.7648 eV
- 2S+1: 5
- Expectation value of S²: 6.039
- Highest occupied orbital energy (alpha / beta): -5.97 / -6.06 eV
- Max |F|: 1.1 eV Å⁻¹
- Net charge: -1

(3)
2 unconnected molecules or ions with the total composition C3H9N2 in a non-equilibrium geometry. Source: the OMol25 dataset; level of theory: wB97M-V/def2-TZVPD.

The geometry in XYZ format:
```
14
Properties=species:S:1:pos:R:3:forces:R:3
C 1.963 0.664 -0.022 0.2 -0.9 2.4
C -0.375 -1.581 0.563 2.1 -0.9 0.9
C 0.455 0.645 -0.157 1.3 1.2 -1.1
N -2.418 1.126 -0.666 2.8 0.9 2.8
N -0.341 -0.266 0.092 0.4 0.9 -1.3
H 2.452 0.172 -0.866 -0.2 -0.9 0.4
H 2.494 1.633 -0.017 -1.2 0.0 0.2
H 2.025 0.209 1.038 1.1 0.2 -1.8
H 0.176 -2.371 0.036 -0.6 0.5 -1.4
H -1.400 -1.855 0.696 -0.3 -0.5 1.0
H 0.393 -1.556 1.381 -1.5 0.0 0.7
H 0.148 1.573 -0.577 -1.3 0.6 -0.3
H -2.825 0.570 0.064 -1.1 -0.4 -0.2
H -2.747 1.038 -1.566 -1.6 -0.9 -2.4
```
Positions in Å, forces in eV/Å.

Calculated values
- HOMO-LUMO gap (alpha / beta): 10.03 / 7.91 eV
- Electronic energy: -6224.7192 eV
- 2S+1: 1
- Energy above the lowest of the compared OMol25 structures with the same formula, charge and spin: 146.0 kcal per mole
- Highest occupied orbital energy (alpha / beta): -15.16 / -15.57 eV
- Max |F|: 4.1 eV Å⁻¹
- Net charge: +1

(4)
2 unconnected molecules or ions with the total composition C6H8N2O2 in a non-equilibrium geometry. Source: the OMol25 dataset; level of theory: wB97M-V/def2-TZVPD.

The geometry in XYZ format:
```
18
Properties=species:S:1:pos:R:3:forces:R:3
O -2.592 -0.817 -1.249 -0.5 0.0 -2.1
C -2.001 -0.345 -0.329 0.7 -0.3 1.9
C -2.460 -0.594 1.023 -1.4 -2.3 1.8
C -1.686 -0.493 2.139 0.2 0.9 -3.2
N -0.425 0.095 1.948 2.0 1.6 0.5
C -0.003 0.778 0.793 -2.1 -1.8 -1.8
O 0.931 1.539 0.647 -1.0 -1.1 0.7
N -0.793 0.302 -0.353 1.7 1.6 2.3
H -3.367 -1.299 1.004 1.2 1.6 0.4
H -2.050 -0.811 3.084 0.4 -0.2 0.8
H 0.374 0.195 2.590 -1.4 -0.4 0.5
H -0.357 0.660 -1.151 0.2 0.3 -1.9
C 3.832 -0.802 -2.112 -3.2 -4.7 0.0
C 4.150 0.426 -2.136 1.3 3.7 2.2
H 4.454 -1.611 -2.459 0.6 0.2 -0.3
H 2.867 -1.263 -1.825 0.2 0.8 0.1
H 5.196 0.462 -2.309 0.9 1.2 -0.7
H 3.706 1.292 -1.549 0.1 -1.3 -1.4
```
Positions in Å, forces in eV/Å.

Calculated values
- HOMO-LUMO gap: 10.05 eV
- Electronic energy: -13425.4677 eV
- 2S+1: 1
- SMILES: O=c1cc[nH]c(=O)[nH]1.C=C
- Energy above the lowest of the compared OMol25 structures with the same formula, charge and spin: 43.9 kcal per mole
- Highest occupied orbital energy: -9.55 eV
- Max |F|: 5.7 eV Å⁻¹
- Net charge: 0

(5)
A single C5H2OS molecule in a non-equilibrium geometry. Source: the OMol25 dataset; level of theory: wB97M-V/def2-TZVPD.

The geometry in XYZ format:
```
9
Properties=species:S:1:pos:R:3:forces:R:3
C 0.248 -1.232 -2.871 0.0 0.3 0.5
C -0.067 -0.962 -1.710 0.0 -0.8 -1.8
C -0.486 -0.640 -0.408 0.5 1.4 1.1
C -0.637 -0.092 0.686 1.1 -1.4 -2.2
C -0.623 0.710 1.879 -4.9 1.0 1.3
O -1.751 0.917 2.473 5.1 -0.6 -1.8
S 0.806 1.727 2.227 1.2 -1.1 -0.2
H 0.562 -1.431 -3.959 -0.7 0.4 2.6
H 1.948 1.003 1.685 -2.2 0.8 0.5
```
Positions in Å, forces in eV/Å.

Calculated values
- HOMO-LUMO gap: 9.05 eV
- Electronic energy: -18095.1137 eV
- 2S+1: 1
- SMILES: C#CC#CC(=O)S
- Energy above the lowest of the compared OMol25 structures with the same formula, charge and spin: 43.7 kcal per mole
- Highest occupied orbital energy: -10.00 eV
- Max |F|: 5.4 eV Å⁻¹
- Net charge: 0

(6)
A single C18H18N2O3S molecule. Source: the OMol25 dataset; level of theory: wB97M-V/def2-TZVPD.

The geometry in XYZ format:
```
42
Properties=species:S:1:pos:R:3:forces:R:3
C 3.085 0.016 -2.927 0.3 0.0 -0.3
O 2.341 -0.530 -1.845 -0.3 0.0 0.1
C 2.979 -1.386 -1.050 -0.1 -0.3 0.1
O 4.115 -1.742 -1.209 0.1 0.0 0.1
C 2.113 -1.835 0.118 0.4 -0.3 0.2
C 2.665 -1.167 1.405 -0.1 0.0 -0.1
C 2.498 0.322 1.317 0.1 -0.1 0.2
C 1.318 0.923 1.736 0.0 0.0 0.0
C 1.127 2.285 1.581 -0.1 0.1 0.0
C 2.117 3.062 1.005 0.0 0.1 0.0
C 3.302 2.474 0.596 0.1 0.1 -0.1
C 3.490 1.112 0.750 0.0 0.0 0.0
N 0.734 -1.495 -0.095 -0.5 0.3 -0.2
C -0.269 -2.128 0.509 0.4 -0.1 -0.1
S -0.112 -3.480 1.442 0.0 -0.5 0.4
N -1.547 -1.618 0.329 -0.2 0.1 -0.1
C -1.909 -0.454 -0.300 0.1 0.0 -0.1
O -1.104 0.292 -0.828 -0.1 0.1 0.0
C -3.363 -0.158 -0.262 -0.4 0.2 -0.1
C -3.747 1.181 -0.303 0.2 -0.1 0.0
C -5.084 1.526 -0.272 0.0 0.0 0.0
C -6.052 0.536 -0.216 0.0 0.0 0.0
C -5.679 -0.798 -0.199 -0.1 0.0 0.0
C -4.341 -1.149 -0.219 0.2 0.1 0.0
H 3.662 -0.766 -3.422 -0.1 0.1 0.0
H 3.766 0.784 -2.556 0.0 0.0 0.0
H 2.357 0.453 -3.606 0.0 0.0 0.1
H 2.198 -2.923 0.229 0.0 0.2 -0.1
H 2.112 -1.570 2.255 0.0 0.0 -0.1
H 3.717 -1.440 1.503 0.0 0.0 0.0
H 0.545 0.321 2.192 -0.1 -0.1 0.1
H 0.203 2.738 1.908 -0.1 0.0 0.0
H 1.968 4.124 0.880 0.0 0.1 0.0
H 4.081 3.078 0.154 0.1 0.0 0.0
H 4.416 0.654 0.429 0.1 -0.1 0.0
H 0.516 -0.623 -0.578 0.0 -0.2 0.1
H -2.262 -2.159 0.801 0.2 0.1 0.0
H -2.977 1.936 -0.355 0.1 0.1 0.0
H -5.373 2.566 -0.295 0.0 0.1 0.0
H -7.098 0.803 -0.194 -0.1 0.0 0.0
H -6.434 -1.569 -0.173 -0.1 -0.1 0.0
H -4.072 -2.196 -0.236 0.0 -0.1 0.0
```
Positions in Å, forces in eV/Å.

Calculated values
- HOMO-LUMO gap: 8.63 eV
- Electronic energy: -38917.6882 eV
- 2S+1: 1
- SMILES: COC(=O)[C@@H](Cc1ccccc1)NC(=S)NC(=O)c1ccccc1
- Energy above the lowest of the compared OMol25 structures with the same formula, charge and spin: 0.0 kcal per mole
- Highest occupied orbital energy: -8.59 eV
- Max |F|: 0.6 eV Å⁻¹
- Net charge: 0